89
Properties=species:S:1:pos:R:3:forces:R:3 method="wB97M-V/def2-TZVPD" largest_force_ev_per_a=0.9 gap_ev="6.9 / 7.3" de_lowest_ev=0.652 charge=+1 multiplicity=4
V -0.3035 0.3692 0.5831 -0.8 -0.4 -0.4
C -4.4551 1.2587 -2.2875 0.0 0.2 -0.2
N -4.3656 0.3327 -1.1849 0.1 -0.2 0.5
C -4.9220 -0.9272 -1.1335 0.0 -0.1 0.0
C -4.5131 -1.5093 0.0042 -0.2 -0.2 -0.1
N -3.6791 -0.6047 0.6521 -0.1 0.1 -0.4
C -3.5805 0.5337 -0.1024 0.0 0.3 -0.3
S -2.6906 1.9193 0.2070 0.2 0.0 0.0
C -3.1097 -0.8289 1.9072 0.2 0.0 0.6
C -3.8024 -1.6040 2.8358 -0.1 0.1 -0.1
C -3.2225 -1.8491 4.0649 0.1 0.1 -0.1
C -1.9846 -1.2896 4.3452 0.0 0.0 0.1
C -1.3834 -0.5132 3.3752 -0.2 0.0 0.2
N -1.9212 -0.2916 2.1730 0.4 -0.2 -0.1
H -5.2016 0.8972 -2.9901 0.0 0.0 0.0
H -3.4881 1.3281 -2.7828 0.0 0.0 0.0
H -4.7407 2.2432 -1.9218 0.0 0.0 0.0
H -5.5489 -1.3051 -1.9199 0.0 0.0 0.0
H -4.7003 -2.4920 0.3948 0.0 0.0 0.0
H -4.7887 -1.9785 2.6016 0.0 0.0 0.0
H -3.7377 -2.4494 4.8016 0.0 0.0 0.0
H -1.5033 -1.4436 5.3001 0.0 0.0 0.0
H -0.4308 -0.0320 3.5649 0.0 0.0 0.0
O -1.7754 -0.3921 -1.9741 0.1 0.1 0.0
S -0.4684 -0.1659 -2.5487 0.1 0.3 0.0
O 0.1728 -1.2990 -3.1688 0.1 0.0 -0.2
N 0.4425 0.4847 -1.3938 -0.7 0.0 0.0
C 1.8069 0.5181 -1.5372 0.7 0.1 -0.5
C 2.5169 0.6447 -2.7253 -0.5 -0.1 0.3
C 3.9130 0.6908 -2.7350 0.4 0.0 0.2
C 4.6444 0.6194 -1.5761 0.0 0.0 -0.3
C 3.9757 0.4853 -0.3460 -0.4 0.0 0.1
C 4.6412 0.3959 0.8941 -0.2 0.0 0.2
C 3.9108 0.2497 2.0467 0.3 0.0 -0.1
C 2.5151 0.1928 1.9635 -0.2 0.0 -0.2
N 1.8550 0.2784 0.8244 -0.1 -0.2 0.6
C 2.5531 0.4258 -0.3265 0.6 0.1 -0.4
C -0.6566 1.1175 -3.7769 0.0 -0.2 0.3
C -0.8746 2.4102 -3.3250 -0.1 0.1 0.1
C -1.0687 3.4280 -4.2446 0.0 0.0 0.0
C -1.0412 3.1444 -5.6043 0.0 0.0 0.0
C -0.8179 1.8471 -6.0453 0.0 0.1 0.0
C -0.6235 0.8243 -5.1281 0.1 -0.2 0.0
H 1.9877 0.7062 -3.6645 0.0 0.0 0.0
H 4.4150 0.7911 -3.6882 0.1 0.0 0.0
H 5.7254 0.6614 -1.5897 0.0 0.0 0.0
H 5.7225 0.4433 0.9169 0.0 0.0 0.0
H 4.3888 0.1735 3.0131 0.0 0.0 0.0
H 1.9214 0.0780 2.8637 0.0 0.0 0.0
H -0.9002 2.6047 -2.2593 0.0 0.0 0.0
H -1.2389 4.4400 -3.9027 0.0 0.0 0.0
H -1.1904 3.9397 -6.3222 0.0 0.0 0.0
H -0.7917 1.6317 -7.1047 0.0 0.0 0.0
H -0.4355 -0.1944 -5.4443 0.0 0.0 0.0
N -0.2670 -1.7572 0.2300 -0.1 0.0 0.2
C 0.1045 -2.8156 -0.0544 -0.1 0.3 -0.1
N 0.5208 -3.9815 -0.4452 0.1 -0.2 -0.1
C 0.9494 -5.0087 0.5003 0.2 -0.1 0.2
C 2.2973 -5.5789 0.0732 -0.1 0.0 0.0
C 2.2408 -6.0579 -1.3762 0.1 0.1 0.0
C 1.8042 -4.9249 -2.3033 -0.1 0.0 0.1
C 0.4615 -4.3535 -1.8649 0.0 0.0 -0.3
H 0.1980 -5.8065 0.5237 0.0 0.0 0.0
H 1.0050 -4.5640 1.4938 0.0 0.0 0.0
H 2.5673 -6.3985 0.7407 0.0 0.0 0.0
H 3.0613 -4.8041 0.1787 0.0 0.0 0.0
H 1.5334 -6.8896 -1.4563 0.0 0.0 0.0
H 3.2143 -6.4434 -1.6814 0.0 0.0 0.0
H 1.7205 -5.2806 -3.3307 0.0 0.0 0.0
H 2.5490 -4.1249 -2.2962 0.0 0.0 0.0
H -0.3270 -5.1040 -1.9929 0.0 0.0 0.0
H 0.2014 -3.4653 -2.4395 0.0 0.0 0.0
C 1.5647 3.6437 1.0904 -0.2 -0.2 0.1
C 0.5641 3.0379 2.0395 0.5 0.3 -0.5
O -0.0923 2.0622 1.6899 0.0 0.5 0.6
C 0.3864 3.6139 3.3805 -0.3 -0.1 0.3
C -0.7598 3.2602 4.1024 0.1 0.0 -0.1
C -0.9693 3.7712 5.3685 -0.1 0.0 0.0
C -0.0341 4.6284 5.9334 0.0 0.0 0.0
C 1.1042 4.9857 5.2238 0.0 0.1 0.1
C 1.3120 4.4916 3.9482 0.0 -0.1 -0.2
H 1.4168 3.2212 0.0979 0.0 0.0 0.0
H 2.5729 3.3950 1.4332 0.0 0.0 0.0
H 1.4740 4.7281 1.0655 0.0 0.0 0.0
H -1.4870 2.6056 3.6385 0.0 0.0 0.0
H -1.8648 3.5116 5.9170 0.0 0.0 0.0
H -0.1987 5.0253 6.9262 0.0 0.0 0.0
H 1.8263 5.6571 5.6678 0.0 0.0 0.0
H 2.1981 4.7810 3.3993 0.0 0.0 0.0